1.
# C7H17N4O

An isolated ion of composition C7H17N4O and charge +1 at a distorted geometry (ωB97M-V with the def2-TZVPD basis set, the Open Molecules 2025 dataset).

Each line ends with the natural charge from an NBO analysis.
Atoms and positions in Å:
C 3.6676 -0.1183 0.8597  -0.43
N 2.3620 -0.1250 0.1471  -0.53
C 1.3199 0.7780 0.6282  -0.23
C 0.0862 0.7079 -0.2060  0.01
C 0.3166 1.2292 -1.5539  -0.62
N -1.1044 1.3742 0.2541  -0.47
N -2.1279 0.3859 0.6329  -0.10
N -3.5061 0.6810 0.4506  -0.62
C -1.7240 -0.8029 0.1209  0.12
C -2.6131 -1.8968 -0.2406  -0.65
C -0.4533 -0.7374 -0.2459  0.18
O 0.4526 -1.8411 -0.3739  -0.74
H 3.3878 -0.6778 1.7913  0.23
H 4.3749 -0.6823 0.3231  0.24
H 4.1089 0.8419 1.3012  0.26
H 2.4054 0.1758 -0.8076  0.42
H 1.7621 -0.9801 0.0047  0.48
H 1.3490 0.5510 1.6906  0.23
H 1.7438 1.8184 0.5971  0.22
H 0.8389 0.5597 -2.3142  0.22
H 1.0112 2.1947 -1.4444  0.20
H -0.6500 1.4478 -1.9080  0.26
H -0.9414 2.0420 0.9243  0.37
H -3.5955 1.4795 0.9752  0.36
H -3.8082 0.8952 -0.4861  0.34
H -3.1876 -2.2748 0.5801  0.25
H -2.1067 -2.8521 -0.5669  0.22
H -3.3408 -1.5137 -0.9530  0.25
H -0.0278 -2.6599 -0.1805  0.52

Atoms 1-6, force components in eV/Å:
-1.189 -0.265 3.191
-0.675 0.989 -1.977
1.670 2.808 2.668
-1.097 -3.048 0.505
4.017 1.528 -2.143
-1.385 -1.301 -1.270

Calculated values
Total charge = +1
Energy above the lowest of the compared OMol25 structures with the same formula, charge and spin = 465.07 kJ/mol
Max |F| = 4.80 eV/A
Gap between HOMO and LUMO = 8.3 eV
E_tot = -570.795425 a.u.
E_HOMO = -10.916 eV
SMILES = C[NH2+]C[C@]1(C)NN(N)C(C)=C1O
LUMO energy = -2.66 eV

***

2.
# C7H17NO

A 2-piece molecular cluster, C7H17NO overall at a distorted geometry (ωB97M-V with the def2-TZVPD basis set, the Open Molecules 2025 dataset).

Each line ends with the natural charge from an NBO analysis.
Atoms and positions in Å:
C 1.5705 -0.7375 -2.1317  -0.41
C 2.2470 0.0991 -1.3691  -0.15
C 1.8153 1.3311 -0.6030  -0.44
C 0.3922 1.3546 -0.0625  -0.41
C -0.0774 0.0736 0.6437  -0.23
N -1.5176 0.1361 1.1018  -0.45
C -2.2689 1.3383 0.7956  -0.43
C -2.2871 -0.9926 0.6498  -0.41
H 2.1345 -1.4306 -2.7455  0.20
H 0.4987 -0.7635 -2.2324  0.19
H 3.3053 -0.1085 -1.2214  0.19
H 2.4768 1.3869 0.2658  0.21
H 1.9831 2.1446 -1.3087  0.23
H -0.2990 1.5489 -0.8612  0.20
H 0.1707 2.1411 0.6490  0.21
H -0.0043 -0.7921 -0.0017  0.21
H 0.4103 0.0112 1.6117  0.19
H -2.6375 1.3111 -0.2448  0.17
H -3.2292 1.3351 1.3425  0.20
H -1.8506 2.2582 1.1957  0.21
H -2.4923 -0.9272 -0.4334  0.15
H -1.7693 -1.9521 0.7096  0.19
H -3.2500 -1.0265 1.1565  0.20
O 1.7095 -2.3077 0.8283  -0.94
H 0.9439 -2.2094 1.3986  0.48
H 2.0254 -3.2222 0.8668  0.47

Atoms 1-6, force components in eV/Å:
0.194 -0.031 -0.412
0.308 0.133 0.532
-0.210 -0.957 0.624
-0.769 -0.729 -0.084
-1.450 1.009 0.525
0.243 0.292 0.014

Calculated values
Energy above the lowest of the compared OMol25 structures with the same formula, charge and spin = 281.20 kJ/mol
Max |F| = 1.84 eV/A
Gap between HOMO and LUMO = 8.9 eV
E_tot = -406.823229 a.u.
E_HOMO = -8.135 eV
SMILES = C=CCCCN(C)C.O
LUMO energy = 0.79 eV

***

3.
# C7H17NO

C7H17NO as an isolated structure at a distorted geometry (ωB97M-V with the def2-TZVPD basis set, the Open Molecules 2025 dataset).

Each line ends with the natural charge from an NBO analysis.
Atoms and positions in Å:
C -0.3684 0.4695 0.1579  0.06
C -0.2163 0.0265 2.2336  0.26
C -0.0954 -0.8840 -0.1046  -0.37
C -0.3017 -0.7802 -2.1407  -0.42
C -1.7710 0.9897 -0.0017  -0.66
C 0.7136 1.4870 -0.0864  -0.66
C 0.9426 -1.3782 -2.7454  -0.63
N 1.0548 -0.4895 2.6417  -0.89
O -0.4260 1.2756 2.8241  -0.73
H 0.4075 1.7580 2.7422  0.47
H -1.1002 -0.5791 2.4705  0.13
H 1.1277 -0.5971 3.6534  0.37
H 1.2657 -1.3813 2.2151  0.37
H 0.9371 -1.2019 -0.0095  0.20
H -0.8538 -1.6167 0.1464  0.21
H -1.1963 -1.3885 -2.2553  0.19
H -0.5138 0.2185 -2.5181  0.18
H -1.8736 1.5648 -0.9221  0.21
H -1.9865 1.6589 0.8342  0.24
H -2.5051 0.1858 0.0021  0.21
H 0.7076 1.8102 -1.1279  0.22
H 0.5202 2.3707 0.5252  0.21
H 1.6955 1.0907 0.1650  0.22
H 1.1368 -2.3745 -2.3398  0.20
H 0.8832 -1.4771 -3.8365  0.20
H 1.8157 -0.7579 -2.5235  0.20

Atoms 1-6, force components in eV/Å:
0.275 0.465 4.840
-0.572 1.974 -1.700
-0.188 -0.740 -6.015
0.292 -1.278 2.571
0.246 -0.092 0.418
-0.306 -0.249 0.260

Calculated values
Energy above the lowest of the compared OMol25 structures with the same formula, charge and spin = 407.11 kJ/mol
Max |F| = 6.06 eV/A
Gap between HOMO and LUMO = 7.7 eV
E_tot = -406.775270 a.u.
E_HOMO = -6.860 eV
LUMO energy = 0.85 eV

***

4.
# C7H17NO

A 2-piece molecular cluster, C7H17NO overall at a distorted geometry (ωB97M-V with the def2-TZVPD basis set, the Open Molecules 2025 dataset).

Each line ends with the natural charge from an NBO analysis.
Atoms and positions in Å:
C 1.5145 0.9703 -1.3641  -0.65
C 0.6492 0.0225 -0.5630  -0.22
N 0.8168 -1.4271 -0.3136  -0.43
C 1.1616 -2.3126 -1.3840  -0.44
C -0.0896 -1.9773 0.5799  0.67
C -0.5124 -1.3857 1.9044  -0.70
O -0.3493 -3.1694 0.4751  -0.62
H 2.4402 0.6593 -1.8614  0.23
H 1.8481 1.9188 -0.9105  0.23
H 0.9548 1.4895 -2.1772  0.22
H 0.5022 0.2925 0.4840  0.21
H -0.3279 0.1792 -1.0610  0.18
H 0.9145 -3.3729 -1.3655  0.26
H 0.5984 -2.0402 -2.3157  0.18
H 2.1894 -2.3143 -1.7633  0.20
H 0.0423 -0.4786 2.1869  0.20
H -1.5692 -1.1163 1.8467  0.24
H -0.2192 -2.1014 2.6689  0.25
C -2.0097 3.4006 0.0899  -0.62
C -1.0714 4.4124 0.7183  -0.61
H -3.0113 3.8480 0.0811  0.21
H -1.8123 2.9654 -0.8879  0.21
H -2.1691 2.5344 0.7460  0.20
H -0.1036 3.9659 0.9740  0.20
H -1.4597 4.9626 1.5804  0.21
H -0.7840 5.1904 -0.0027  0.20

Atoms 1-6, force components in eV/Å:
1.331 1.736 -1.442
-1.857 -0.105 0.736
0.178 0.205 -0.108
-0.153 -0.215 -3.580
1.241 -2.265 0.749
0.744 1.804 -0.319

Calculated values
Energy above the lowest of the compared OMol25 structures with the same formula, charge and spin = 224.17 kJ/mol
Max |F| = 3.59 eV/A
Gap between HOMO and LUMO = 9.9 eV
E_tot = -406.844949 a.u.
E_HOMO = -9.131 eV
SMILES = CCN(C)C(C)=O.CC
LUMO energy = 0.73 eV

***

5.
# C7H17NO3Si

One molecule with the formula C7H17NO3Si at a distorted geometry (ωB97M-V with the def2-TZVPD basis set, the Open Molecules 2025 dataset).

Each line ends with the natural charge from an NBO analysis.
Atoms and positions in Å:
C 3.3149 1.1815 -0.8893  -0.62
C 1.9365 0.7551 -1.1844  -0.28
C 1.9178 -0.6625 -1.7003  -0.60
C 1.1002 0.7719 0.1154  0.21
O -0.1925 0.1956 -0.3012  -0.88
Si -1.5309 -0.1025 0.7122  1.83
C -2.7192 -0.0607 -0.7680  -1.12
C -1.7910 1.2221 2.1229  -1.12
C -1.5003 -1.8436 1.7400  -1.11
N 0.7241 2.1335 0.6204  0.51
O 0.7957 2.2657 1.8172  -0.39
O 0.3307 2.9601 -0.1415  -0.36
H 3.3258 2.2410 -0.4982  0.22
H 4.0012 1.3569 -1.7460  0.23
H 3.9100 0.5095 -0.2229  0.21
H 1.4628 1.3693 -1.8407  0.23
H 1.8415 -0.5480 -2.8152  0.22
H 2.8405 -1.1877 -1.4829  0.20
H 1.1277 -1.3009 -1.3696  0.23
H 1.6853 0.4226 1.0261  0.21
H -2.3629 0.4682 -1.6190  0.25
H -2.8089 -1.1007 -0.9791  0.23
H -3.7199 0.2945 -0.3650  0.23
H -2.4762 0.9714 2.9030  0.24
H -0.8033 1.1127 2.5619  0.24
H -1.9242 2.2552 1.6231  0.25
H -1.3127 -2.6710 0.9727  0.23
H -0.8134 -1.7620 2.6092  0.24
H -2.4438 -2.0800 2.2642  0.24

Atoms 1-6, force components in eV/Å:
2.701 2.322 0.324
0.231 -2.152 3.254
0.547 -0.171 -2.170
-0.877 -1.043 -0.878
2.079 0.571 2.557
-1.123 -0.253 0.870

Calculated values
Energy above the lowest of the compared OMol25 structures with the same formula, charge and spin = 0.00 kJ/mol
Max |F| = 3.91 eV/A
Gap between HOMO and LUMO = 10.4 eV
E_tot = -846.796461 a.u.
E_HOMO = -9.962 eV
SMILES = CC(C)[C@H](O[Si](C)(C)C)[N+](=O)[O-]
LUMO energy = 0.39 eV

***

6.
# C7H17NO4

A 5-piece molecular cluster, C7H17NO4 overall at a distorted geometry (ωB97M-V with the def2-TZVPD basis set, the Open Molecules 2025 dataset).

Each line ends with the natural charge from an NBO analysis.
Atoms and positions in Å:
C -1.6283 2.9693 0.2304  -0.66
C -1.6187 1.5022 -0.1103  -0.14
C -0.9088 0.9928 -1.1148  -0.23
C -0.8123 -0.4455 -1.3436  0.10
C -1.6262 -1.5196 -1.0654  -0.34
C -0.8656 -2.6771 -1.3493  -0.32
C 0.2554 -2.3020 -2.0478  -0.07
N 0.2742 -0.9243 -1.9991  -0.49
H -0.6004 3.3259 0.3283  0.22
H -1.9845 3.1758 1.2346  0.22
H -2.1825 3.5086 -0.5342  0.22
H -2.2555 0.8874 0.4904  0.18
H -0.2883 1.7200 -1.6266  0.22
H -2.5232 -1.5322 -0.4712  0.22
H -1.1627 -3.7153 -1.3046  0.22
H 1.1156 -2.8037 -2.4542  0.22
H 0.9263 -0.3935 -2.5537  0.43
O 1.5486 -0.6721 3.8428  -0.95
H 1.4594 -1.5324 3.4175  0.48
H 0.6318 -0.3841 3.9185  0.48
O 2.0885 0.2972 1.0251  -0.98
H 1.2386 -0.1649 1.0861  0.49
H 2.1717 0.5434 1.9479  0.49
O -0.5057 -1.5163 1.7641  -0.96
H -1.2046 -1.2935 1.1475  0.48
H -0.1994 -2.3013 1.3214  0.48
O 2.6752 1.7495 -1.5891  -0.98
H 3.4916 2.2233 -1.4298  0.47
H 2.4898 1.2822 -0.7608  0.50

Atoms 1-6, force components in eV/Å:
0.667 -0.303 0.242
-0.025 0.547 -0.130
-0.391 0.189 1.084
-0.281 0.940 -1.251
0.502 -0.209 1.349
-0.044 -1.245 -1.493

Calculated values
Energy above the lowest of the compared OMol25 structures with the same formula, charge and spin = 0.00 kJ/mol
Max |F| = 1.94 eV/A
Gap between HOMO and LUMO = 8.6 eV
E_tot = -632.619361 a.u.
E_HOMO = -8.001 eV
SMILES = C/C=C/c1ccc[nH]1.O.O.O.O
LUMO energy = 0.62 eV

***

7.
# C7H17NOS

A 2-piece molecular cluster, C7H17NOS overall at a distorted geometry (ωB97M-V with the def2-TZVPD basis set, the Open Molecules 2025 dataset).

Each line ends with the natural charge from an NBO analysis.
Atoms and positions in Å:
C 2.9822 0.7957 -0.6936  -0.36
C 4.4007 0.3456 -0.5988  -0.69
C -1.5722 1.7813 0.7106  -0.60
C -1.9930 -0.3751 -1.5249  -0.67
C -1.0932 -2.0365 0.1700  -0.66
C -1.7312 0.2818 0.9418  -0.47
C -1.3359 -0.6086 -0.2062  0.14
N 0.5941 -0.0550 -0.6146  -1.05
O 2.2179 -1.1429 0.9498  -0.93
S 1.8692 0.1074 0.3355  1.78
H 2.7561 1.8264 -0.9002  0.22
H 5.0422 1.0397 -0.0442  0.24
H 4.8242 0.2258 -1.5978  0.24
H 4.4214 -0.6202 -0.1010  0.25
H -2.0980 2.1108 -0.1837  0.20
H -1.9676 2.3348 1.5582  0.21
H -0.5165 2.0309 0.6077  0.18
H -1.9757 0.6723 -1.8127  0.19
H -1.5075 -0.9589 -2.3004  0.21
H -3.0372 -0.6912 -1.4563  0.20
H -0.2351 -2.1170 0.8328  0.21
H -1.9669 -2.4346 0.6918  0.19
H -0.9002 -2.6427 -0.7108  0.21
H -1.1526 -0.0019 1.8229  0.19
H -2.7855 0.0695 1.1603  0.19
H 0.5242 0.7096 -1.2649  0.37
H 1.3330 0.9036 1.4528  0.01

Atoms 1-6, force components in eV/Å:
2.483 0.987 0.917
-0.042 -0.319 -0.425
0.018 -0.173 0.090
0.189 -0.065 0.599
-0.210 0.566 -0.158
0.146 -0.169 -0.682

Calculated values
⟨S²⟩ = 2.011
Spin multiplicity = 3
Energy above the lowest of the compared OMol25 structures with the same formula, charge and spin = 0.00 kJ/mol
Max |F| = 5.79 eV/A
Gap between HOMO and LUMO (spin up / spin down) = 4.8 / 7.4 eV
E_tot = -804.818713 a.u.
E_HOMO (spin up / spin down) = -4.460 / -9.320 eV
LUMO energy (spin up / spin down) = 0.39 / -1.97 eV

***

8.
# C7H17NP

C7H17NP as an isolated structure at a distorted geometry (ωB97M-V with the def2-TZVPD basis set, the Open Molecules 2025 dataset).

Each line ends with the natural charge from an NBO analysis.
Atoms and positions in Å:
C -1.8147 -3.1881 0.6826  -0.26
C -1.9012 -2.6252 -0.5221  -0.59
C 1.4822 1.3341 2.5909  -0.61
C -1.7224 -1.0650 -2.7860  -0.96
C 2.0722 1.7239 1.2285  -0.43
C 1.0224 2.3378 0.2750  -0.21
C 0.4348 -0.2019 -0.5617  -0.45
N 0.0681 1.2399 -0.3154  -0.53
P -1.9086 -0.8836 -0.9362  0.80
H -1.7845 -4.2331 0.6921  0.21
H -1.7652 -2.7735 1.6662  0.21
H -2.0104 -3.2079 -1.4315  0.23
H 2.0397 1.8057 3.3459  0.24
H 0.3921 1.5375 2.5834  0.19
H 1.5723 0.2195 2.7649  0.22
H -1.0632 -1.9024 -3.0335  0.24
H -1.0547 -0.1601 -3.0446  0.22
H -2.5038 -1.0640 -3.5141  0.27
H 2.5647 0.9212 0.8504  0.22
H 2.7884 2.4957 1.3605  0.24
H 0.4133 3.0947 0.8527  0.23
H 1.5334 2.8231 -0.5637  0.23
H 1.0787 -0.5185 -1.4845  0.24
H 0.9975 -0.5302 0.2890  0.21
H -0.1767 1.5611 -1.1955  0.42
H -0.7546 1.2593 0.2066  0.43

Atoms 1-6, force components in eV/Å:
-0.127 0.329 -0.879
0.000 0.404 0.224
-0.988 -2.099 -1.273
2.943 1.578 0.225
-2.572 1.990 0.954
0.654 -0.659 0.600

Calculated values
Total charge = +1
Energy above the lowest of the compared OMol25 structures with the same formula, charge and spin = 210.65 kJ/mol
Max |F| = 3.39 eV/A
Gap between HOMO and LUMO = 8.6 eV
E_tot = -672.646721 a.u.
E_HOMO = -12.505 eV
LUMO energy = -3.95 eV

***

9.
# C7H18AsNOPS3

C7H18AsNOPS3 as an isolated structure at a distorted geometry (ωB97M-V with the def2-TZVPD basis set, the Open Molecules 2025 dataset).

Each line ends with the natural charge from an NBO analysis.
Atoms and positions in Å:
C 1.0149 -2.6551 1.3489  -0.62
C 0.5904 -1.2095 1.9110  -0.70
P 0.5422 0.1995 0.6593  0.38
C 2.2460 0.8806 0.2120  -0.70
C 3.2466 -0.1233 -0.5519  -0.64
As -0.8175 -0.1842 -1.1488  0.98
S 0.5147 -1.7922 -2.0494  -0.49
S -2.2506 -0.4768 -2.9065  -0.48
C -2.0222 1.3664 -0.5289  -0.39
O -2.1365 1.4587 0.9226  -0.58
C -1.6976 2.7802 1.3711  -0.27
N -1.8417 -1.4737 -0.1272  -0.78
C -3.1022 -1.4354 -0.4352  0.24
S -4.7461 -1.0720 -0.3576  -0.12
H 0.3200 -3.0867 0.5529  0.24
H 0.9464 -3.3872 2.2505  0.18
H 2.1284 -2.6792 1.0430  0.19
H -0.3974 -1.3507 2.4874  0.24
H 1.3759 -0.9337 2.7195  0.21
H 2.7079 1.2927 1.1904  0.22
H 2.0885 1.8053 -0.4674  0.23
H 3.1442 -1.2213 -0.2698  0.22
H 4.3261 0.1930 -0.2577  0.18
H 3.1600 0.0861 -1.6722  0.21
H -0.0021 0.8960 -1.9442  -0.17
H 1.6545 -1.2546 -2.6248  0.14
H -1.6909 0.2677 -3.9482  0.14
H -3.0533 1.3462 -1.0475  0.21
H -1.5177 2.3550 -0.8716  0.18
H -0.5412 2.8578 1.3250  0.19
H -2.0143 2.9339 2.4628  0.18
H -2.1753 3.6166 0.7526  0.16

Atoms 1-6, force components in eV/Å:
0.231 -0.743 1.339
1.095 -1.491 0.377
-0.163 1.537 2.238
0.823 -0.559 -0.530
1.287 1.242 0.394
1.411 3.759 -0.921

Calculated values
Total charge = -1
Max |F| = 8.01 eV/A
Gap between HOMO and LUMO = 6.4 eV
E_tot = -4179.042772 a.u.
E_HOMO = -3.534 eV
LUMO energy = 2.91 eV